The following is a quantum chemistry calculation of 6 unconnected molecules or ions with the total composition C59H96F2INO18Si at a distorted geometry, from the Open Molecules 2025 dataset.

The LUMO energy comes out at -0.0268 Ha. The calculated total energy comes out at -4501.4751 Eh. Its net charge is 0. The value obtained for the frontier orbital gap is 8.50 eV. Its structure (SMILES) is C[C@@H](I)Cc1ccc2c(c1)C(=O)c1ccc(C(F)(F)CC[Si](C)(C)c3ccccc3)c(N=C=O)c1C2=O.COCCOCCOC.COCCOCCOC.COCCOCCOC.COCCOCCOC.COCCOCCOC.

The geometry in XYZ format:
```
178
C59H96F2INO18Si (the ωB97M-V functional and the def2-TZVPD basis)
C 1.968 2.770 0.240
C 0.884 2.011 -0.527
I -0.221 3.298 -1.857
C 1.406 0.743 -1.284
C 0.487 -0.412 -0.945
C 0.708 -1.076 0.256
C -0.150 -2.111 0.625
C -1.191 -2.426 -0.232
C -1.383 -1.787 -1.448
C -0.530 -0.764 -1.817
C -2.542 -2.231 -2.283
O -2.485 -2.364 -3.479
C -3.776 -2.522 -1.480
C -5.035 -2.181 -1.914
C -6.111 -2.444 -1.081
C -5.978 -3.033 0.162
C -7.133 -3.299 1.121
F -6.820 -2.750 2.322
F -7.152 -4.667 1.333
C -8.529 -2.899 0.655
C -9.185 -1.741 1.446
Si -9.117 -0.026 0.664
C -7.356 0.627 0.467
C -9.918 1.148 1.929
C -10.117 0.156 -0.923
C -10.345 -0.843 -1.864
C -11.062 -0.630 -3.034
C -11.594 0.624 -3.278
C -11.413 1.631 -2.340
C -10.683 1.410 -1.190
C -4.684 -3.414 0.566
N -4.438 -4.033 1.837
C -4.399 -5.258 1.823
O -4.322 -6.413 1.779
C -3.589 -3.158 -0.250
C -2.176 -3.495 0.133
O -1.848 -4.536 0.645
H 2.438 3.542 -0.367
H 1.495 3.283 1.081
H 2.696 2.093 0.686
H 0.148 1.685 0.202
H 2.419 0.558 -0.933
H 1.362 0.959 -2.348
H 1.530 -0.808 0.906
H -0.067 -2.694 1.532
H -0.667 -0.240 -2.754
H -5.163 -1.697 -2.871
H -7.083 -2.132 -1.438
H -8.532 -2.699 -0.411
H -9.154 -3.780 0.791
H -8.821 -1.645 2.468
H -10.248 -1.986 1.529
H -7.430 1.569 -0.087
H -6.926 0.880 1.435
H -6.707 -0.019 -0.122
H -9.948 0.726 2.932
H -10.956 1.342 1.646
H -9.430 2.123 1.906
H -9.961 -1.847 -1.706
H -11.176 -1.452 -3.727
H -12.140 0.795 -4.196
H -11.864 2.594 -2.544
H -10.550 2.209 -0.472
C 4.745 10.869 -2.141
O 3.762 9.959 -2.575
C 4.135 9.316 -3.782
C 3.218 8.147 -4.063
O 3.579 6.967 -3.358
C 3.223 6.928 -1.982
C 1.756 6.641 -1.750
O 0.992 7.830 -1.855
C -0.390 7.557 -1.896
H 4.935 11.637 -2.900
H 4.377 11.352 -1.238
H 5.681 10.349 -1.905
H 5.170 8.959 -3.712
H 4.060 10.044 -4.603
H 3.320 7.890 -5.120
H 2.174 8.411 -3.885
H 3.539 7.836 -1.465
H 3.796 6.094 -1.567
H 1.620 6.237 -0.736
H 1.408 5.904 -2.481
H -0.645 6.973 -2.789
H -0.917 8.508 -1.939
H -0.711 7.013 -1.000
C -15.448 1.511 2.063
O -14.982 1.459 3.392
C -15.521 2.502 4.185
C -15.241 2.249 5.649
O -16.162 1.352 6.255
C -15.970 -0.026 5.966
C -14.821 -0.648 6.730
O -13.592 -0.388 6.072
C -12.485 -0.732 6.874
H -15.193 2.470 1.598
H -14.965 0.710 1.507
H -16.533 1.358 2.027
H -16.605 2.572 4.026
H -15.052 3.449 3.882
H -15.370 3.193 6.182
H -14.211 1.920 5.801
H -15.866 -0.194 4.892
H -16.890 -0.515 6.291
H -14.964 -1.736 6.777
H -14.795 -0.242 7.749
H -12.456 -0.117 7.782
H -11.583 -0.542 6.296
H -12.513 -1.792 7.151
C 3.207 -6.116 3.123
O 4.111 -5.439 2.281
C 3.445 -4.542 1.409
C 4.416 -3.605 0.739
O 4.754 -2.492 1.563
C 5.696 -2.750 2.597
C 7.122 -2.849 2.099
O 7.381 -4.150 1.603
C 8.608 -4.210 0.908
H 2.470 -6.679 2.539
H 3.779 -6.813 3.734
H 2.689 -5.413 3.785
H 2.716 -3.942 1.970
H 2.919 -5.137 0.650
H 3.913 -3.176 -0.131
H 5.316 -4.108 0.382
H 5.417 -3.633 3.175
H 5.634 -1.884 3.260
H 7.811 -2.654 2.933
H 7.288 -2.105 1.310
H 8.582 -3.568 0.020
H 8.762 -5.239 0.587
H 9.441 -3.913 1.554
C 9.929 1.778 -3.588
O 8.744 2.466 -3.263
C 9.009 3.738 -2.697
C 7.743 4.565 -2.635
O 7.427 5.211 -3.858
C 6.853 4.391 -4.868
C 5.394 4.073 -4.626
O 5.272 2.974 -3.732
C 3.947 2.811 -3.290
H 10.561 1.641 -2.702
H 9.652 0.800 -3.977
H 10.492 2.316 -4.359
H 9.760 4.266 -3.299
H 9.401 3.592 -1.681
H 7.910 5.374 -1.920
H 6.902 3.970 -2.272
H 7.437 3.480 -5.016
H 6.919 4.981 -5.784
H 4.921 3.795 -5.579
H 4.888 4.954 -4.214
H 3.622 3.690 -2.719
H 3.912 1.940 -2.638
H 3.264 2.651 -4.134
C 13.314 -8.662 2.071
O 13.318 -7.791 0.963
C 12.012 -7.348 0.636
C 12.074 -6.202 -0.350
O 12.314 -4.942 0.262
C 13.655 -4.694 0.665
C 14.575 -4.345 -0.485
O 15.036 -5.524 -1.123
C 15.687 -5.240 -2.340
H 12.686 -9.539 1.880
H 14.338 -8.992 2.239
H 12.959 -8.146 2.970
H 11.489 -7.021 1.543
H 11.462 -8.187 0.186
H 11.090 -6.110 -0.815
H 12.798 -6.401 -1.143
H 14.051 -5.525 1.251
H 13.597 -3.823 1.321
H 15.446 -3.798 -0.099
H 14.039 -3.713 -1.204
H 14.994 -4.783 -3.056
H 16.045 -6.181 -2.754
H 16.543 -4.573 -2.182
```



The following is a quantum chemistry calculation of a molecular structure, C5FeO5 at a distorted geometry, from the Open Molecules 2025 dataset.

The LUMO energy (spin up / spin down) comes out at -0.3938 / -0.5174 Ha. The calculated total energy comes out at -1829.5398 Eh. Its net charge is +2. The value obtained for the frontier orbital gap (spin up / spin down) is 9.31 / 8.05 eV. Its spin multiplicity is 5.

The geometry in XYZ format:
```
11
C5FeO5 (the ωB97M-V functional and the def2-TZVPD basis)
Fe 0.000 -0.177 0.168
O 0.029 3.458 -1.890
C 0.018 2.444 -1.338
C 1.504 -1.014 0.503
O 2.500 -1.526 0.776
C -1.522 -0.987 0.490
O -2.529 -1.481 0.755
C -0.001 -1.039 -1.470
O -0.001 -1.612 -2.469
O 0.001 1.231 2.755
C 0.001 0.703 1.721
```